1.
Entry from OMol25: a structure of composition C20H24BF4N9O3Sn (ωB97M-V with the def2-TZVPD basis set).

Each line ends with the Mulliken charge.
Positions of all 62 atoms, in Å:
C1 1.86756 0.54006 2.27336  -0.771
C2 0.67146 1.20350 2.74095  0.952
N1 -1.66813 -1.99827 0.94927  0.693
H1 -4.39500 -3.11704 2.46096  0.413
N2 3.82615 -1.53777 -3.09912  0.051
H2 -2.96192 -4.04220 1.84224  0.420
C3 -0.25768 2.47766 4.58305  -0.213
C4 -4.68867 -0.44855 2.64244  -1.631
H3 3.87514 -1.93289 -4.02929  0.258
O1 -0.93449 -3.16295 1.01806  -0.677
H4 -4.03241 1.16299 -3.75696  0.235
C5 -2.10379 4.31355 -2.34928  -0.813
F1 -2.42755 -1.26223 -1.66545  -0.445
N3 -0.35697 1.48296 1.96491  0.024
C6 -3.49423 -0.71088 1.78352  0.122
H5 -0.62938 -3.27982 0.05741  0.483
H6 -1.14775 3.92512 -1.98797  0.260
C7 7.33360 -1.53642 -2.07563  -0.432
F2 -0.72746 -0.90678 -3.14017  -0.338
Sn1 -1.07708 -0.02746 -0.20073  0.980
B1 -1.43136 -1.97668 -2.61235  0.493
H7 6.23010 -1.89023 -3.95656  0.274
N4 2.44903 -0.65643 -1.37259  -0.181
C8 -3.31011 -3.18727 2.43027  -1.547
H8 -2.05015 2.64901 1.64769  0.292
C9 0.66076 1.53868 4.12028  -0.866
N5 3.38496 -0.11082 0.69643  -0.809
H9 8.07010 -1.13895 -0.07424  0.384
N6 -2.84363 3.23493 -2.90771  -0.265
C10 -2.73750 1.99335 -2.36098  0.591
H10 -1.92254 5.10831 -3.12543  0.272
H11 -4.62268 -1.00330 3.56532  0.411
H12 -5.65285 -0.77261 2.16116  0.305
O2 -3.79926 1.28353 0.92454  -0.832
H13 1.44309 1.10852 4.78813  0.310
F3 -0.59177 -2.71117 -1.62995  -0.411
H14 -3.70043 3.46669 -3.40285  0.227
C11 6.22796 -1.63903 -2.86505  -0.738
N7 -3.07541 0.24627 0.93709  0.612
C12 -1.31966 2.31085 2.44658  -0.008
N8 -3.55840 1.03945 -2.85014  -0.385
H15 -4.83641 0.67012 2.73087  0.379
H16 8.28575 -1.69898 -2.49356  0.438
H17 -0.28206 2.76768 5.65293  0.347
H18 2.70559 0.39838 2.97481  0.291
C13 -1.31621 2.90914 3.71892  -0.832
H19 -2.14411 3.58764 3.97477  0.384
C14 -2.74169 -1.96630 1.72087  0.416
C15 4.79660 -0.95237 -1.05692  0.617
H20 1.77052 -1.34315 -3.22679  0.409
C16 5.94017 -0.76535 -0.26764  -0.247
H21 -2.68958 4.77922 -1.55394  0.298
N9 2.14648 0.21807 0.99432  0.410
C17 4.96128 -1.41024 -2.33143  0.249
C18 3.46139 -0.58703 -0.53415  0.277
O3 -1.85455 1.73748 -1.45737  -0.516
H22 -3.30326 0.06258 -2.68997  0.184
C19 2.65532 -1.11973 -2.60502  -0.443
F4 -2.17490 -2.70191 -3.51904  -0.258
H23 5.87213 -0.16761 0.63135  0.408
H24 -2.97617 -3.27293 3.50113  0.285
C20 7.20205 -1.18037 -0.73540  -0.795

## Properties
E_HOMO (alpha / beta): -7.120 / -7.119 eV
Total energy: -58063.72209 eV
ΔE to the lowest compared entry with this formula, charge and spin: 0.3746 eV

2.
Entry from OMol25: a structure of composition C3H5CoO4 (ωB97M-V with the def2-TZVPD basis set).

Each line ends with the Mulliken charge.
Positions of all 13 atoms, in Å:
Co1 1.86660 2.12833 -1.74822  0.960
C1 0.72047 3.44964 0.15644  1.004
O1 0.17806 3.79788 1.20085  -0.471
H1 -2.03974 1.59241 1.72800  0.299
H2 2.66022 -0.27752 -1.09222  0.397
C2 -0.62748 1.39854 0.18531  -0.173
O2 2.24159 0.50694 -0.72603  -0.528
C3 -0.97862 1.58456 1.48050  -0.617
O3 1.88828 3.62682 -0.25822  -0.581
H3 -1.28743 0.89632 -0.52451  0.359
H4 1.49900 0.20662 -0.03495  0.391
O4 0.18476 2.30415 -0.48998  -0.330
H5 -0.22176 1.58664 2.26447  0.291

## Properties
E_HOMO (alpha / beta): -10.773 / -14.577 eV
Total energy: -48996.04861 eV
2S+1: 6
Charge: +1
⟨S²⟩: 8.761
ΔE to the lowest compared entry with this formula, charge and spin: 0.4608 eV

3.
Entry from OMol25: a cluster of 6 separate species, C18H49O19PS5 in total (ωB97M-V with the def2-TZVPD basis set).

Each line ends with the Mulliken charge.
Positions of all 92 atoms, in Å:
H1 -2.79118 -1.59341 -6.95450  0.326
O1 -1.24428 -3.38191 -3.28768  -0.616
H2 -1.53483 -0.28847 -6.76294  0.338
O2 5.76532 -3.05930 7.53385  -0.571
C1 -2.59290 -0.52444 -6.87656  -1.242
H3 -1.37805 7.65974 5.30643  0.352
C2 4.39109 1.35800 -2.93567  -1.363
H4 -2.98260 1.04789 -5.51424  0.330
H5 -2.54286 5.22898 6.76888  0.332
C3 -0.61001 -5.21881 -0.62647  -0.630
H6 -1.40848 -7.86872 -3.67563  0.255
H7 0.11920 0.87088 -3.16893  0.272
H8 4.69405 0.67069 -2.14578  0.358
C4 -1.62281 6.59781 5.28437  -0.152
O3 -3.17701 -4.75888 -2.18626  -0.333
H9 4.08339 4.05211 0.46417  0.371
S1 -0.45017 0.55834 1.18547  1.151
O4 -0.75761 -5.63694 -1.92351  -0.349
H10 5.12909 2.15469 -3.02912  0.341
H11 -1.29343 -4.49394 -0.18422  0.179
H12 6.93845 -3.09281 4.08250  0.353
H13 -2.73444 -7.48210 -4.61113  0.285
H14 4.81945 3.56779 -1.05511  0.324
H15 -2.44836 6.61242 4.57279  0.411
O5 0.71188 1.05896 1.92054  -0.507
O6 2.85579 5.44349 -1.72727  -0.592
H16 0.61579 -0.76613 -2.70218  0.413
H17 5.07922 -0.29820 4.09240  0.449
H18 -2.83161 -0.16122 -7.87615  0.385
O7 2.77598 3.10145 -2.83921  -0.372
H19 -0.46570 -5.97937 0.14088  0.353
H20 -2.53059 6.98896 7.23076  0.363
C5 -3.19647 -0.02092 -5.51523  0.087
H21 2.37998 -1.63755 4.85493  0.319
O8 5.05012 -1.35244 5.82508  -0.343
H22 2.53922 -0.10384 3.92757  0.206
O9 -5.94102 1.55807 -4.52415  -0.609
H23 -3.10508 -2.80726 -1.30330  -0.095
H24 -1.96535 -1.27820 1.55073  0.361
O10 -1.98018 5.57864 2.50894  -0.437
H25 -0.89829 -0.86816 2.97972  0.403
C6 3.92501 3.46531 -0.44063  -0.930
H26 -2.91825 -7.11471 -2.97002  0.333
C7 2.96243 -0.72682 4.71554  -1.037
H27 -1.10359 6.04395 7.25070  0.354
O11 4.34066 -3.81210 5.57478  -0.568
C8 -2.17050 -7.09423 -3.76283  -0.735
O12 0.30924 6.80098 2.46810  -0.382
S2 2.49160 4.04016 -1.47053  1.018
H28 -4.60337 -3.45734 -1.62204  0.288
S3 -0.62311 5.76045 3.02187  1.170
H29 -0.22194 3.34381 3.34417  0.377
H30 0.39731 -4.80804 -0.55810  0.293
S4 5.38473 -2.97254 6.13417  1.138
O13 1.20955 3.66171 -0.81821  -0.469
O14 -1.78059 1.25922 1.15216  -0.653
C9 -6.58103 -0.94533 -3.60916  -0.908
C10 -1.03492 0.12899 -1.41258  0.288
H31 3.72849 2.42072 -0.19916  0.310
H32 2.48833 1.43279 -3.83133  0.277
O15 -0.68873 5.83709 4.64477  -0.094
O16 -0.00718 0.12735 -0.37692  -0.280
O17 -1.91299 -5.73743 -4.11823  -0.390
H33 -0.30466 -1.93785 1.67782  0.304
H34 -7.54516 -0.64162 -4.01699  0.363
S5 -5.27268 0.42710 -4.01145  1.055
H35 0.12115 3.96677 1.72861  0.268
O18 -4.56526 -0.27669 -5.30779  -0.320
H36 -1.69727 -0.70275 -1.17260  -0.220
H37 1.16915 4.41354 3.21439  0.426
P1 -1.69315 -4.71920 -2.89029  1.158
C11 0.18893 4.18993 2.79337  -0.817
H38 7.38562 -4.05125 5.25876  0.378
H39 -6.75780 -1.02148 -2.53629  0.335
H40 4.65649 -1.78086 3.77900  0.294
C12 -0.22781 -0.07836 -2.76073  -0.744
H41 -3.81986 -4.14509 -0.24860  0.317
H42 -6.25562 -1.87725 -4.07147  0.294
C13 -3.62532 -3.76367 -1.25099  -0.336
H43 7.65644 -2.28705 5.60277  0.310
H44 2.37881 1.07568 -2.11000  -0.070
C14 4.46873 -1.06100 4.57564  -0.351
H45 -0.78965 -0.38374 -3.64344  -0.101
H46 4.60463 0.89454 -3.89885  0.387
O19 -4.26470 0.58271 -2.94890  -0.490
C15 2.91200 1.66669 -2.85466  0.442
C16 6.99515 -3.03750 5.16962  -0.940
C17 -0.95446 -1.09551 1.91518  -1.091
H47 -2.64940 -0.48208 -4.69295  0.036
H48 -1.67904 1.00736 -1.45356  0.420
H49 2.53654 -0.15778 5.54192  0.376
C18 -2.02791 6.18650 6.69088  -1.189

## Properties
E_HOMO (alpha / beta): -12.267 / -12.267 eV
Total energy: -121812.52805 eV
2S+1: 2
Charge: +1
⟨S²⟩: 0.763

4.
Entry from OMol25: a cluster of 2 separate species, C2H8N4 in total (ωB97M-V with the def2-TZVPD basis set).

Each line ends with the Mulliken charge.
Positions of all 14 atoms, in Å:
N1 -0.89238 1.42404 0.50086  -0.333
N2 1.50439 0.78696 -1.01045  -0.672
H1 1.15321 -2.30570 -0.62374  0.278
H2 -0.06550 1.35320 -0.10748  0.271
C1 -1.73292 0.47175 0.94581  0.013
C2 1.78512 -0.45834 -0.84388  -0.031
N3 -1.65223 -0.77655 0.64147  -0.668
H3 -2.41659 -1.27695 1.07304  0.177
H4 -1.25866 2.36208 0.48667  0.228
H5 2.35966 1.33920 -1.01788  0.192
H6 -2.51413 0.84078 1.62012  0.319
N4 1.01582 -1.38927 -0.23139  -0.379
H7 2.76167 -0.82000 -1.19545  0.321
H8 0.02143 -1.17638 -0.09266  0.285

## Properties
E_HOMO: -8.985 eV
Total energy: -8163.96531 eV
Structure (SMILES): [H]/N=C/N.[H]/N=C/N
ΔE to the lowest compared entry with this formula, charge and spin: 0.2863 eV